Below is a 2-piece molecular cluster, C10H18P2 overall in a non-equilibrium geometry, with properties calculated with wB97M-V/def2-TZVPD.

Last column: natural (NBO) charge in e.
Geometry (Å):
C 1.0746 1.7364 -0.0847  0.009
H -2.4977 0.0508 -2.1986  0.215
H 2.3572 3.0853 0.9467  0.220
H -0.8680 2.3694 -0.8170  0.233
H 3.8063 1.9348 0.1272  0.204
H 0.8927 -1.2290 3.7420  0.187
H 2.4093 -0.5824 -2.2314  0.233
C 3.4361 0.7990 0.0243  -0.633
C -0.1043 1.5697 -0.7249  -0.542
H 4.1785 0.3589 -0.6690  0.228
H -1.5847 -1.6410 3.6609  0.191
H 1.5098 1.9352 2.0909  0.230
H -2.8170 -1.6442 -2.7748  0.230
C -0.8954 -1.8349 2.9272  -0.384
H 3.5236 0.4591 1.0544  0.231
H 0.8496 -1.5360 1.8154  0.210
C -3.4845 -1.2566 -0.6705  -0.618
H 0.5845 3.1458 1.4058  0.225
C 1.7549 0.0707 -1.6230  -0.527
C 0.3426 -1.5070 2.8031  -0.393
H -3.5051 -2.3178 -0.5453  0.205
H -0.3755 -2.2681 -2.0851  -0.029
H -1.2828 -2.4159 2.0771  0.187
H -2.9075 -0.6548 0.1301  0.213
C 1.4296 2.5521 1.1328  -0.652
C -2.5524 -1.0473 -1.8724  -0.707
H -4.5274 -0.9968 -0.7367  0.213
P -0.8842 -1.3298 -1.1316  0.312
C 2.1192 0.8030 -0.5528  -0.052
P 0.1017 0.4535 -2.1364  0.562

The frontier orbital gap comes out at 0.3189 hartree. The structure (SMILES) is CC[PH]#P1C=C(C)C(C)=C1.C=C. For the energy above the lowest of the compared OMol25 structures with the same formula, charge and spin, the calculation gives 0.0 kcal/mol. Its net charge is 0.

***

Below is the molecule C10H18Si2 in a non-equilibrium geometry, with properties calculated with wB97M-V/def2-TZVPD.

Last column: natural (NBO) charge in e.
Geometry (Å):
H -4.2060 0.2646 -1.2250  0.187
H -0.9805 1.7781 -0.3319  0.215
H -1.5233 1.1423 2.0279  0.180
H -2.7056 -1.3142 -1.4491  0.222
C 3.0764 0.8590 -0.4844  -0.628
H -0.1309 2.8679 1.8180  0.214
Si -1.3350 -1.4990 0.6159  1.506
H -0.5188 -3.8110 0.1588  0.247
H -0.3001 0.8810 3.2065  0.214
C -0.3358 -0.5953 1.6812  -0.888
H 1.3632 2.1100 -3.2615  0.242
C -3.6656 -0.0078 -0.3609  -0.317
C 3.9230 -0.1557 -0.5420  -0.365
C 1.4552 1.0444 -3.0569  -1.049
C -0.4748 0.8213 2.1587  -0.440
H 0.6672 -1.0456 1.9166  0.232
C 0.0313 1.8133 -0.0029  -0.878
C -2.7349 -0.9096 -0.4336  -0.700
C 0.2133 1.8166 1.5682  -0.398
H 3.5044 1.6940 0.0426  0.203
H 0.4922 0.5777 -3.4035  0.229
H -2.2639 -3.8576 0.3593  0.249
H 4.9539 -0.1757 -0.3902  0.199
C -1.2740 -3.3424 0.7406  -1.144
H 3.4268 -0.9654 -1.0035  0.172
H 1.1738 1.6214 1.7706  0.192
H -1.3288 -3.6508 1.7937  0.262
H 2.3326 0.5420 -3.4837  0.248
Si 1.2295 1.0706 -1.0451  1.402
H -4.0649 0.4260 0.6156  0.192

The frontier orbital gap (spin up / spin down) comes out at 0.2711 / 0.2711 hartree. The structure (SMILES) is C=C/[Si](C)=C\CC/C=[Si](/C)C=C. For the energy above the lowest of the compared OMol25 structures with the same formula, charge and spin, the calculation gives 145.2 kcal/mol. Its net charge is 0.

***

Below is C10H18Ta as an isolated structure in a non-equilibrium geometry, with properties calculated with wB97M-V/def2-TZVPD.

Last column: natural (NBO) charge in e.
Geometry (Å):
H -2.6631 0.4599 3.3150  -0.433
H -3.7699 1.6089 1.4650  -0.397
C 2.4536 -2.6105 -2.4582  -0.618
H 3.0276 -0.1566 -1.4281  0.193
H -2.7706 -0.6822 1.0560  -0.459
C 1.8277 -1.9342 -1.2722  -0.075
C -1.6525 1.7021 -0.4725  -1.028
H 1.8120 -3.4075 -2.8397  0.207
H -0.8275 1.1488 -0.9365  0.217
H -2.5403 1.4240 -1.0545  0.228
C 2.2556 -0.6648 -0.8610  -0.212
C 0.0278 0.0907 2.1343  -1.015
H 0.6632 0.9241 2.4473  0.231
C 0.2386 -1.8876 0.5721  -0.176
H 2.6297 -1.9049 -3.2721  0.207
C 0.8170 -2.5231 -0.5210  -0.216
H -0.0910 -0.5702 2.9953  0.245
Ta -2.0421 0.9450 1.6219  2.027
C -1.4014 3.2123 -0.6380  -0.598
C 0.6582 -0.6178 1.0001  -0.023
C 1.6668 -0.0272 0.2221  -0.223
H 3.4160 -3.0574 -2.2006  0.204
H -0.3670 3.4614 -0.3912  0.188
H 0.4664 -3.5112 -0.8019  0.192
H -1.5749 3.5562 -1.6649  0.171
H -1.6575 2.6091 2.3648  -0.450
H -0.5679 -2.3723 1.1124  0.208
H 1.9959 0.9738 0.4868  0.199
H -2.0306 3.8110 0.0191  0.207

The frontier orbital gap comes out at 0.2737 hartree. Its net charge is -1.

***

Below is C10H19AlClO4S2 as an isolated structure in a non-equilibrium geometry, with properties calculated with wB97M-V/def2-TZVPD.

Last column: natural (NBO) charge in e.
Geometry (Å):
C 0.6471 0.9893 2.9623  -0.684
S 1.2101 -4.2040 -3.5869  2.167
O -0.9044 1.8624 1.0313  -0.893
C -4.5573 3.2105 0.6145  -0.428
H 0.4841 -0.0608 3.1984  0.252
H -5.4163 3.6072 -1.4772  0.215
C -4.8954 3.6197 -0.4928  -0.425
H 1.6917 3.5504 2.9293  0.214
H 3.2870 3.0612 2.3640  0.213
Al -3.8992 2.5319 2.4467  1.139
C 0.9345 -3.9709 -1.8382  -0.674
H 0.2926 -2.2183 -0.7197  0.253
H 2.7831 0.6981 2.8292  0.205
H -0.4052 -2.9550 -4.8188  0.248
C 0.3884 -2.7023 -4.1168  -0.679
C -0.1643 -2.0458 -2.8477  -0.401
O 2.6243 -4.0732 -3.8503  -0.951
H 0.0290 -4.5172 -1.5684  0.239
H 1.7848 -4.3524 -1.2749  0.250
C 2.2417 2.7518 2.4236  -0.401
H 1.1285 -2.0681 -4.6055  0.242
C 2.0806 1.4466 3.2088  -0.404
C 1.6527 2.5242 1.0286  -0.683
H -2.3248 2.4890 2.5404  -0.417
H 2.4033 2.1451 0.3341  0.236
H -0.2066 -0.9610 -2.9521  0.234
O 0.4498 -5.3479 -4.0340  -0.949
C 0.7356 -2.4674 -1.6838  -0.408
H 1.6979 -1.9530 -1.7561  0.214
H -0.0652 1.6124 3.5069  0.264
S 0.3876 1.2673 1.2182  2.178
Cl -4.7250 0.4012 2.6041  -0.654
O 0.8040 0.0829 0.4979  -0.975
H -4.4712 3.4258 3.6488  -0.424
H 2.2789 1.5868 4.2727  0.219
H -1.1837 -2.3974 -2.6653  0.212
H 1.2014 3.4310 0.6286  0.255

The frontier orbital gap comes out at 0.2727 hartree. Its net charge is -1.